Record 1
Computed, not measured: the ion C4H10N3 with charge +1 in a non-equilibrium geometry, with ωB97M-V with the def2-TZVPD basis set.

The geometry in XYZ format:
```
17
Properties=species:S:1:pos:R:3:forces:R:3
C 2.075 0.680 0.180 2.41 2.22 -0.67
C -0.312 0.515 -0.438 -4.29 -3.51 5.18
C -1.333 1.064 0.549 -1.38 -2.20 -3.38
C 0.271 -2.012 -0.330 -0.98 1.48 -0.04
N 1.655 -0.363 0.757 -0.79 -2.12 0.01
N 1.244 1.413 -0.584 3.45 -0.97 1.45
N 0.282 -0.661 0.308 -0.30 0.47 -1.12
H 3.152 0.790 0.447 -0.54 1.09 -0.49
H -0.519 0.440 -1.427 -0.72 -0.90 -2.59
H -0.910 1.242 1.434 1.97 1.57 3.53
H -2.160 0.373 0.853 0.33 0.05 -0.73
H -1.786 1.885 0.090 -0.80 1.64 -0.18
H -0.491 -2.594 0.068 -1.41 -0.87 0.91
H 0.210 -2.077 -1.365 -0.45 0.98 -1.98
H 1.169 -2.399 -0.131 3.43 -1.94 1.21
H 1.119 2.377 -0.614 0.86 2.25 -0.49
H -0.089 -0.864 1.251 -0.79 0.75 -0.64
```
Forces are in eV/Å.

Computed properties:
**E_LUMO (spin up / spin down)**: -3.3 / -7.6 eV
**2S+1**: 3
**HOMO level (spin up / spin down)**: -9.42 / -16.16 eV
**Charge**: +1
**HOMO-LUMO gap (spin up / spin down)**: 6.1386 / 8.6042 eV
**Energy above the lowest of the compared OMol25 structures with the same formula, charge and spin**: 463.9 kJ/mol
**<S²>**: 2.0371
**E**: -8765.6247 eV

Results of the natural (NBO) charge analysis, in e, for atoms 1 through 4: 0.181 -0.095 -0.641 -0.401

***

Record 2
Computed, not measured: a structure of composition C13H28IrN3O4Si in a non-equilibrium geometry, with ωB97M-V with the def2-TZVPD basis set.

The geometry in XYZ format:
```
50
Properties=species:S:1:pos:R:3:forces:R:3
Ir -0.470 1.237 -0.426 0.69 1.64 0.02
C -1.324 2.348 2.183 0.15 0.10 0.16
N -0.371 1.335 1.671 -0.53 -0.53 -0.21
C -0.665 0.059 2.378 0.06 0.07 0.22
C 1.030 1.752 1.960 0.06 -0.03 0.22
C 1.961 1.010 1.036 0.27 0.03 0.12
N 1.638 1.352 -0.365 -0.14 -0.30 -0.16
C 2.264 0.360 -1.283 0.16 0.03 0.08
C 2.164 2.689 -0.718 0.11 0.02 0.14
H -1.173 2.481 3.256 0.00 0.00 0.00
H -2.342 2.002 2.022 -0.02 -0.04 0.02
H -1.174 3.294 1.674 0.02 0.03 -0.01
H -0.621 0.235 3.455 -0.02 0.02 -0.02
H 0.045 -0.707 2.094 0.02 -0.02 -0.02
H -1.655 -0.292 2.102 -0.02 0.01 -0.01
H 1.280 1.530 3.000 -0.10 0.00 0.03
H 1.097 2.832 1.835 0.00 0.00 -0.08
H 1.824 -0.065 1.146 0.01 -0.01 -0.02
H 3.006 1.239 1.266 -0.01 0.05 -0.05
H 3.352 0.425 -1.206 -0.01 0.03 0.02
H 1.958 0.579 -2.302 0.00 0.03 -0.02
H 1.926 -0.636 -1.017 0.00 0.00 -0.01
H 3.252 2.681 -0.625 0.01 0.02 0.00
H 1.757 3.458 -0.066 -0.02 -0.01 0.01
H 1.907 2.923 -1.745 0.00 -0.03 -0.08
O -0.774 3.225 -4.073 -0.01 0.00 0.02
C -0.535 2.739 -3.031 0.13 -0.02 0.01
O -0.223 1.658 -2.499 -0.52 -0.64 -0.16
C -0.521 4.055 -1.591 -0.15 -0.08 0.16
O -0.249 5.135 -1.961 -0.01 -0.02 -0.05
O -0.818 3.409 -0.567 0.26 0.11 0.04
N -2.543 1.218 -0.548 -0.21 0.00 -0.14
H -2.845 0.972 -1.488 -0.03 -0.07 0.02
H -2.857 2.170 -0.367 -0.21 -0.06 0.01
H -3.010 0.581 0.090 -0.02 -0.03 -0.03
C 1.345 -4.393 -0.230 0.08 -0.03 0.00
Si -0.403 -3.770 -0.360 -0.04 0.22 0.03
C -1.209 -4.289 -1.952 -0.02 -0.08 -0.04
C -1.404 -4.278 1.127 -0.02 -0.08 0.04
C -0.364 -1.916 -0.355 -0.11 -0.03 -0.03
C -0.418 -0.701 -0.383 0.21 -0.30 -0.23
H 1.364 -5.485 -0.241 0.01 0.01 0.00
H 1.812 -4.062 0.700 0.01 -0.01 -0.01
H 1.956 -4.041 -1.063 0.00 -0.01 0.01
H -1.296 -5.377 -2.012 -0.01 0.01 -0.01
H -0.625 -3.949 -2.808 -0.02 -0.01 -0.01
H -2.211 -3.864 -2.033 0.00 -0.01 -0.02
H -1.517 -5.364 1.174 0.00 0.01 0.01
H -2.403 -3.839 1.094 0.00 -0.01 0.01
H -0.918 -3.956 2.051 -0.02 0.00 0.00
```
Forces are in eV/Å.

Computed properties:
**E_LUMO (spin up / spin down)**: -2.7 / -5.0 eV
**2S+1**: 2
**HOMO level (spin up / spin down)**: -11.67 / -11.80 eV
**Charge**: +1
**HOMO-LUMO gap (spin up / spin down)**: 8.9333 / 6.7608 eV
**Energy above the lowest of the compared OMol25 structures with the same formula, charge and spin**: 0.0 kJ/mol
**<S²>**: 0.7543
**E**: -37306.7326 eV

Results of the natural (NBO) charge analysis, in e, for atoms 1 through 4: 1.031 -0.425 -0.345 -0.417

***

Record 3
Computed, not measured: a structure of composition C12H25CrN2OSe2 in a non-equilibrium geometry, with ωB97M-V with the def2-TZVPD basis set.

The geometry in XYZ format:
```
43
Properties=species:S:1:pos:R:3:forces:R:3
Cr -0.201 0.525 0.079 -0.59 1.68 -0.43
C 3.158 -0.081 1.292 0.16 0.76 -0.15
Se 2.446 1.041 -0.217 0.31 -0.19 0.65
C 2.671 2.931 0.401 -0.71 0.76 -2.03
C 1.472 3.388 1.181 -0.96 0.49 0.79
Se -0.328 3.156 0.333 0.78 0.96 -1.21
C -0.019 4.017 -1.531 0.11 0.10 1.29
H 4.249 -0.019 1.236 -0.28 -0.14 0.01
H 2.813 -1.111 1.120 0.01 0.44 0.06
H 2.825 0.321 2.261 -0.04 -0.28 -0.45
H 2.707 3.564 -0.556 0.26 -1.17 1.17
H 3.608 3.101 0.917 0.15 -0.32 0.16
H 1.571 4.424 1.612 -0.04 -1.03 -0.58
H 1.269 2.682 1.986 0.31 0.25 0.47
H -0.056 5.133 -1.431 0.09 -1.16 0.02
H -0.817 3.665 -2.192 0.25 -0.02 0.26
H 0.971 3.653 -1.838 -0.49 0.28 -0.17
C -4.326 1.236 -0.255 0.00 -0.20 1.25
C -3.119 0.541 -0.856 1.64 1.77 1.26
C -3.224 -0.914 -1.178 -0.80 -0.09 1.99
O -2.059 0.669 0.207 -0.67 -0.43 -1.33
H -5.183 1.266 -0.892 -0.54 -0.10 -0.75
H -4.122 2.282 0.053 0.19 -0.67 -0.24
H -4.642 0.684 0.656 0.23 0.30 -0.39
H -2.786 1.146 -1.725 -0.05 -0.37 0.16
H -3.385 -1.369 -0.160 -0.04 -0.04 -1.12
H -2.267 -1.234 -1.520 0.54 -0.53 -0.55
H -4.041 -1.182 -1.834 -0.07 -0.05 -0.27
C 2.450 -4.185 -1.149 -1.18 -0.70 1.23
C 1.445 -3.238 -0.531 -0.71 -0.46 1.64
C 0.705 -3.433 0.653 0.11 -0.48 -0.70
C -0.130 -2.311 0.816 0.66 -0.27 -0.07
N 0.092 -1.436 -0.149 1.85 -1.06 -1.76
N 1.087 -2.027 -0.975 -1.03 0.22 1.17
C -1.066 -1.979 1.920 -0.84 -0.15 -0.01
H 2.783 -4.882 -0.338 -0.19 0.68 -0.69
H 3.297 -3.644 -1.505 0.60 0.16 -0.61
H 1.955 -4.826 -1.899 0.42 0.52 0.03
H 0.726 -4.347 1.246 -0.03 0.46 -0.11
H 1.452 -1.577 -1.785 -0.11 0.48 -0.44
H -1.229 -2.923 2.460 -0.02 0.72 0.37
H -2.032 -1.579 1.563 0.40 -0.49 -0.19
H -0.718 -1.130 2.526 0.31 -0.63 0.26
```
Forces are in eV/Å.

Computed properties:
**E_LUMO (spin up / spin down)**: -2.7 / -2.9 eV
**2S+1**: 5
**HOMO level (spin up / spin down)**: -10.95 / -11.73 eV
**Charge**: +1
**HOMO-LUMO gap (spin up / spin down)**: 8.2837 / 8.8465 eV
**Energy above the lowest of the compared OMol25 structures with the same formula, charge and spin**: 0.0 kJ/mol
**<S²>**: 6.0208
**E**: -176985.0631 eV

Results of the natural (NBO) charge analysis, in e, for atoms 1 through 4: 1.078 -0.738 0.268 -0.551

***

Record 4
Computed, not measured: the ion C9H11N3O3 with charge +2 in a non-equilibrium geometry, with ωB97M-V with the def2-TZVPD basis set.

The geometry in XYZ format:
```
26
Properties=species:S:1:pos:R:3:forces:R:3
C -0.584 0.582 -0.275 -3.61 0.03 1.09
C -1.914 1.018 -0.079 0.71 -1.84 -0.08
C -1.108 -1.690 -0.297 0.40 -3.42 -0.54
C -0.136 -0.739 -0.311 0.84 1.88 -0.51
C -2.803 -0.091 0.011 1.07 2.85 -0.79
C 2.184 0.955 1.108 1.79 -1.06 -1.36
C 1.934 -0.559 1.043 -1.07 -0.79 0.80
C 1.974 0.179 -1.166 1.47 1.50 -1.72
C 1.814 1.452 -0.288 -0.63 0.48 0.68
N -2.402 -1.332 -0.220 0.07 -1.55 0.55
N -4.318 0.172 0.224 2.10 -1.61 -0.51
N 1.345 -0.874 -0.367 0.00 -0.96 0.44
O -4.629 1.299 0.293 -0.69 1.15 0.23
O -4.946 -0.853 0.254 -0.79 -0.40 0.13
O 0.291 1.664 -0.260 0.59 1.18 -0.53
H -0.933 -2.849 -0.374 -0.17 2.56 0.12
H 1.601 1.373 1.938 0.74 0.41 -0.29
H 3.326 1.023 1.117 -1.58 0.71 0.72
H 2.830 -1.173 1.124 -0.22 0.01 0.37
H 1.145 -0.740 1.803 0.74 -0.88 -0.58
H 1.631 0.115 -2.220 -0.24 0.69 0.73
H 3.057 -0.087 -1.248 -0.66 0.39 0.33
H 2.220 2.487 -0.436 -0.19 -1.30 -0.84
H -3.039 -2.144 -0.245 -0.43 0.79 0.16
H 1.704 -1.730 -0.863 -0.75 0.20 1.31
H -0.245 2.542 -0.265 0.54 -1.04 0.06
```
Forces are in eV/Å.

Computed properties:
**E_LUMO**: -8.3 eV
**HOMO level**: -16.62 eV
**Charge**: +2
**HOMO-LUMO gap**: 8.3528 eV
**Energy above the lowest of the compared OMol25 structures with the same formula, charge and spin**: 0.0 kJ/mol
**E**: -20098.7909 eV

Results of the natural (NBO) charge analysis, in e, for atoms 1 through 4: 0.215 -0.229 0.062 0.013

***

Q: Number 3 is which compound?
A: C12H25CrN2OSe2